Entry 1:
{
  "formula": "C4H6O2",
  "method": "wB97M-V/def2-TZVPD",
  "homo_energy_ev": -10.37,
  "max_force_ev_per_a": 3.2,
  "relative_energy_ev": 3.088,
  "smiles": "C#C[C@H](O)CO",
  "e_tot_ha": -306.39281,
  "species": ["C", "C", "C", "O", "C", "O", "H", "H", "H", "H", "H", "H"],
  "xyz": [[1.5903, -1.5399, 0.7116], [0.6493, -1.1095, 0.1188], [-0.5673, -0.4591, -0.5771], [-0.3152, -0.2371, -1.8943], [-0.9118, 0.8236, 0.2809], [0.2284, 1.6949, 0.3404], [2.3954, -1.8222, 1.3154], [-1.2818, -1.2615, -0.6573], [0.3351, 0.5174, -1.9287], [-1.7717, 1.4139, -0.1789], [-1.1564, 0.5282, 1.3479], [0.8058, 1.4512, 1.1212]],
  "forces_ev_per_angstrom": [[-0.1, 0.2, 0.2], [-1.6, 1.0, -0.8], [1.4, -0.9, 2.3], [1.5, 2.4, -1.6], [-0.5, -0.2, 0.5], [0.4, -0.4, 0.8], [0.6, -0.4, 0.3], [-1.0, 0.1, 0.9], [-0.8, -1.0, -0.2], [1.2, -0.8, 0.5], [-0.1, 0.1, -1.4], [-1.1, 0.2, -1.5]],
  "mulliken_charge": [0.145, -0.737, 0.174, -0.543, -0.568, -0.531, 0.459, 0.347, 0.361, 0.255, 0.306, 0.331]
}

---

Entry 2:
{
  "formula": "C52H49As2N7P2STi",
  "method": "wB97M-V/def2-TZVPD",
  "homo_energy_ev": -12.57,
  "total_charge": 2,
  "max_force_ev_per_a": 0.6,
  "relative_energy_ev": 0.653,
  "e_tot_ha": -8795.60438,
  "species": ["Ti", "C", "As", "C", "C", "C", "C", "C", "C", "C", "As", "C", "C", "H", "H", "H", "H", "H", "H", "H", "H", "H", "H", "H", "H", "H", "H", "H", "H", "S", "C", "N", "N", "C", "C", "C", "C", "C", "C", "N", "N", "C", "C", "C", "C", "C", "C", "H", "H", "H", "H", "H", "H", "H", "H", "H", "H", "H", "N", "C", "C", "C", "N", "C", "N", "C", "P", "C", "C", "C", "C", "C", "C", "C", "C", "C", "C", "C", "C", "P", "C", "C", "C", "C", "C", "C", "C", "C", "C", "C", "C", "C", "H", "H", "H", "H", "H", "H", "H", "H", "H", "H", "H", "H", "H", "H", "H", "H", "H", "H", "H", "H", "H", "H"],
  "xyz": [[0.3615, 0.2046, 0.9515], [3.9967, 0.1553, 2.5206], [2.2488, -0.5969, 2.9381], [2.8518, -2.2176, 3.8125], [1.7811, 0.5046, 4.4774], [1.9521, 0.0699, 5.7880], [1.7124, 0.9344, 6.8466], [1.3194, 2.2425, 6.6084], [1.1258, 2.6765, 5.3065], [1.3386, 1.8024, 4.2450], [0.8957, 2.3172, 2.4460], [-0.7463, 3.3140, 2.7081], [2.1458, 3.7137, 1.9631], [4.6238, 0.0846, 3.4080], [3.9000, 1.1977, 2.2254], [4.4511, -0.4031, 1.7024], [3.4554, -1.9003, 4.6602], [3.4795, -2.7568, 3.1142], [2.0260, -2.8459, 4.1406], [2.2547, -0.9449, 6.0050], [1.8279, 0.5802, 7.8619], [1.1393, 2.9158, 7.4351], [0.7878, 3.6908, 5.1326], [-0.5444, 4.1606, 3.3620], [-1.4884, 2.6658, 3.1704], [-1.1240, 3.6732, 1.7540], [2.2999, 4.3400, 2.8403], [1.7230, 4.3146, 1.1593], [3.0951, 3.2915, 1.6417], [2.3081, 0.4897, -0.3734], [1.5713, 1.6508, -1.4413], [2.2730, 1.9363, -2.5763], [2.0509, 2.9055, -3.3399], [1.3297, 4.1314, -3.2392], [1.1822, 4.8160, -4.4428], [0.5871, 6.0638, -4.4506], [0.1722, 6.6357, -3.2555], [0.3599, 5.9591, -2.0555], [0.9299, 4.6988, -2.0364], [0.3557, 2.1058, -1.2990], [-0.3803, 1.5324, -0.3717], [-1.6979, 2.1067, -0.2913], [-2.7396, 1.3428, 0.2164], [-4.0091, 1.8921, 0.3264], [-4.2439, 3.1966, -0.0795], [-3.2005, 3.9516, -0.6025], [-1.9283, 3.4156, -0.7081], [2.6009, 2.8380, -4.1930], [1.5320, 4.3729, -5.3676], [0.4621, 6.5940, -5.3842], [-0.2853, 7.6156, -3.2562], [0.0592, 6.4196, -1.1240], [1.0798, 4.1838, -1.1001], [-2.5841, 0.3105, 0.4897], [-4.8186, 1.2885, 0.7142], [-5.2350, 3.6214, 0.0024], [-3.3771, 4.9684, -0.9277], [-1.1211, 4.0055, -1.1183], [-0.9170, -0.2481, 2.3707], [-1.0893, -0.7797, 3.4127], [-1.1693, -1.4703, 4.5654], [-1.4180, -0.7907, 5.7919], [-1.5920, -0.1991, 6.7623], [-0.7980, -2.8440, 4.4673], [-0.4236, -3.9179, 4.2869], [0.1851, -2.0389, -1.8254], [0.5088, -2.1708, -0.0346], [-0.7565, -3.3503, 0.5221], [-0.5424, -4.7287, 0.4680], [-1.5557, -5.6086, 0.8127], [-2.7980, -5.1274, 1.2000], [-3.0319, -3.7608, 1.2268], [-2.0164, -2.8781, 0.8943], [2.0875, -3.0569, 0.0770], [3.0652, -2.8953, -0.9064], [4.2493, -3.6137, -0.8404], [4.4612, -4.5143, 0.1937], [3.4900, -4.6863, 1.1698], [2.3138, -3.9534, 1.1197], [-1.4596, -1.2090, -2.1243], [-1.0602, -0.1108, -3.5307], [-1.7424, 1.0982, -3.6305], [-1.5459, 1.9327, -4.7241], [-0.6638, 1.5599, -5.7276], [0.0294, 0.3578, -5.6346], [-0.1707, -0.4730, -4.5437], [-2.4016, -2.5213, -2.9819], [-2.4169, -3.8273, -2.4943], [-3.1983, -4.7964, -3.1049], [-3.9850, -4.4706, -4.2000], [-3.9877, -3.1699, -4.6810], [-3.2024, -2.1992, -4.0765], [0.2230, -3.0439, -2.2525], [0.9686, -1.4292, -2.2755], [0.4108, -5.1261, 0.1444], [-1.3725, -6.6741, 0.7762], [-3.5840, -5.8176, 1.4755], [-4.0060, -3.3813, 1.5059], [-2.2239, -1.8187, 0.8979], [2.9135, -2.2155, -1.7339], [4.9986, -3.4820, -1.6094], [5.3758, -5.0908, 0.2316], [3.6428, -5.3988, 1.9705], [1.5564, -4.1110, 1.8790], [-2.4509, 1.3798, -2.8597], [-2.0985, 2.8607, -4.8007], [-0.5367, 2.1897, -6.5988], [0.6972, 0.0516, -6.4303], [0.3395, -1.4285, -4.5073], [-1.8233, -4.1034, -1.6324], [-3.1934, -5.8081, -2.7204], [-4.5937, -5.2272, -4.6766], [-4.5996, -2.9071, -5.5336], [-3.2146, -1.1903, -4.4703]],
  "forces_ev_per_angstrom": [[0.5, 0.1, -0.1], [0.0, -0.1, 0.0], [0.1, 0.4, -0.1], [-0.2, -0.1, -0.1], [0.0, -0.1, 0.0], [0.0, 0.0, 0.0], [0.0, 0.0, 0.0], [0.0, 0.0, 0.0], [0.0, 0.0, 0.0], [0.0, 0.1, 0.0], [-0.2, 0.0, 0.3], [0.0, 0.0, 0.0], [0.0, -0.1, -0.1], [0.0, 0.0, 0.0], [0.0, 0.0, 0.0], [0.0, 0.0, 0.0], [0.0, 0.0, 0.0], [0.0, -0.1, -0.1], [0.0, 0.0, 0.0], [0.0, 0.0, 0.0], [0.0, 0.0, 0.0], [0.0, 0.0, 0.0], [0.0, 0.0, 0.0], [0.0, 0.0, 0.0], [0.0, 0.0, 0.0], [0.0, 0.0, 0.0], [0.0, 0.0, 0.0], [0.0, 0.0, 0.0], [0.0, 0.0, 0.0], [-0.2, 0.0, 0.0], [0.1, 0.0, 0.0], [0.0, -0.1, 0.1], [0.1, 0.2, 0.0], [0.0, 0.0, -0.1], [-0.1, -0.1, 0.0], [0.0, 0.0, 0.0], [0.0, 0.0, 0.0], [0.1, 0.0, 0.0], [0.2, 0.3, 0.0], [-0.3, -0.4, 0.0], [0.2, 0.3, -0.3], [0.1, -0.1, 0.1], [-0.1, 0.0, 0.0], [0.0, 0.0, 0.0], [0.0, 0.0, 0.0], [0.0, 0.0, 0.0], [0.0, 0.0, 0.0], [0.0, 0.0, 0.0], [0.0, 0.0, 0.0], [0.0, 0.0, 0.0], [0.0, 0.0, 0.0], [0.0, 0.0, 0.0], [0.0, 0.2, -0.1], [0.0, 0.0, 0.0], [0.0, 0.0, 0.0], [0.0, 0.0, 0.0], [0.0, 0.0, 0.0], [-0.1, -0.1, 0.1], [-0.4, -0.1, 0.3], [0.1, 0.0, 0.0], [0.0, 0.0, 0.0], [0.0, 0.0, 0.0], [0.0, 0.0, 0.0], [0.0, 0.0, 0.0], [0.0, 0.0, 0.0], [0.0, 0.0, 0.0], [-0.1, -0.5, 0.1], [0.0, 0.0, 0.1], [0.0, 0.0, -0.1], [0.0, 0.0, 0.0], [0.0, 0.0, 0.0], [0.0, 0.0, 0.0], [0.0, 0.0, 0.0], [0.0, 0.0, 0.0], [0.0, 0.0, 0.0], [0.0, 0.0, 0.0], [0.0, 0.0, 0.0], [0.0, 0.0, 0.0], [0.0, 0.0, 0.1], [0.0, 0.0, 0.0], [0.1, 0.0, 0.0], [0.0, 0.0, 0.0], [0.0, 0.0, 0.0], [0.0, 0.0, 0.0], [0.0, 0.0, 0.0], [0.0, 0.0, 0.0], [0.0, 0.0, 0.0], [0.0, 0.0, 0.0], [0.0, 0.0, 0.0], [0.0, 0.0, 0.0], [0.0, 0.0, 0.0], [0.0, 0.0, 0.0], [0.0, 0.0, 0.0], [0.0, 0.0, 0.0], [-0.1, 0.0, 0.0], [0.0, 0.0, 0.0], [0.0, 0.0, 0.0], [0.0, 0.0, 0.0], [0.0, 0.1, 0.0], [0.0, 0.0, 0.0], [0.0, 0.0, 0.0], [0.0, 0.0, 0.0], [0.0, 0.0, 0.0], [0.0, 0.0, 0.0], [0.0, 0.0, 0.0], [0.0, 0.0, 0.0], [0.0, 0.0, 0.0], [0.0, 0.0, 0.0], [0.0, 0.0, 0.0], [0.0, 0.0, 0.0], [0.0, 0.0, 0.0], [0.0, 0.0, 0.0], [0.0, 0.0, 0.0], [0.0, 0.0, 0.0]],
  "mulliken_charge": [-0.006, -1.029, 1.724, -1.561, 0.422, -0.762, -0.914, -0.908, -0.923, -0.117, 1.553, -1.366, -1.139, 0.442, 0.150, 0.402, 0.693, 0.382, 0.265, 0.328, 0.441, 0.424, 0.353, 0.691, 0.358, 0.340, 0.479, 0.302, 0.303, -0.297, -0.031, -0.898, 0.595, 0.700, -0.549, -0.763, -0.697, -0.204, 0.636, -0.136, 0.607, 0.600, -0.478, -0.896, -1.021, -0.508, -0.442, 0.328, 0.388, 0.438, 0.442, 0.471, -0.237, 0.424, 0.494, 0.416, 0.495, 0.087, 0.061, 0.856, -0.027, -0.249, -0.484, 0.090, -0.546, -1.972, 2.509, 1.081, -1.006, -0.899, -0.932, -0.893, -0.051, 0.789, -0.737, -0.827, -0.780, -1.128, -0.651, 1.039, 0.047, 0.028, -0.796, -0.636, -0.949, -0.275, 0.620, -0.042, -0.846, -0.646, -0.714, -0.815, 0.963, 0.790, 0.506, 0.472, 0.488, 0.515, -0.281, 0.271, 0.497, 0.438, 0.514, 0.947, 0.474, 0.517, 0.499, 0.471, 0.505, 0.215, 0.476, 0.398, 0.436, 0.380]
}